1.
Formula: C8H17NO
Source: the Open Molecules 2025 dataset
Level of theory: ωB97M-V with the def2-TZVPD basis set

Atoms and positions in Å:
1 H 0.49 2.40 0.95
2 N 0.44 1.40 1.14
3 C 1.04 0.68 0.32
4 C 2.07 0.57 -0.73
5 C 1.63 -0.64 0.10
6 C 0.90 -1.75 -0.62
7 C 2.56 -1.13 1.20
8 H 1.76 0.59 -1.76
9 H 3.04 1.01 -0.55
10 H 0.32 -2.34 0.09
11 H 0.22 -1.34 -1.36
12 H 1.62 -2.40 -1.11
13 H 2.00 -1.71 1.93
14 H 3.33 -1.78 0.77
15 H 3.04 -0.30 1.71
16 C -2.27 0.00 1.19
17 C -2.29 -0.33 -0.29
18 O -1.29 0.36 -1.07
19 C -1.58 1.71 -1.30
20 H -2.63 1.01 1.38
21 H -2.88 -0.71 1.74
22 H -1.22 -0.02 1.57
23 H -2.06 -1.39 -0.45
24 H -3.27 -0.11 -0.72
25 H -2.56 1.83 -1.79
26 H -1.58 2.29 -0.37
27 H -0.81 2.10 -1.97

Output
Net charge = 0
Structure (SMILES) = [H]/N=C1\CC1(C)C.CCOC
Energy above the lowest of the compared OMol25 structures with the same formula, charge and spin = 78.3 kcal/mol
Orbital gap = 9.818 eV
HOMO = -8.86 eV
E = -444.92309 a.u.
Molar mass = 143.2 g mol⁻¹


2.
Formula: C4H8O3PS
Source: the Open Molecules 2025 dataset
Level of theory: ωB97M-V with the def2-TZVPD basis set

Atoms and positions in Å:
1 C 1.74 -0.19 1.66
2 C 0.77 -0.81 2.75
3 C -0.86 -0.18 -2.43
4 C -1.50 1.21 -2.17
5 O 1.02 0.61 0.75
6 O 0.03 -1.68 2.12
7 O -0.14 -0.52 -1.23
8 P -0.40 0.15 0.17
9 S -1.72 1.59 -0.36
10 H 2.44 0.64 1.98
11 H 2.24 -0.97 0.98
12 H 1.34 -1.53 3.53
13 H 0.12 -0.16 3.51
14 H -1.64 -1.01 -2.57
15 H -0.18 -0.17 -3.38
16 H -0.79 1.83 -2.53
17 H -2.47 1.18 -2.78

Output
Net charge = +1
Energy above the lowest of the compared OMol25 structures with the same formula, charge and spin = 32.9 kcal/mol
Orbital gap (alpha / beta) = 6.414 / 6.512 eV
HOMO (alpha / beta) = -13.72 / -13.81 eV
E = -1122.07002 a.u.
Molar mass = 167.1 g mol⁻¹